one | 9
Properties=species:S:1:pos:R:3 method="wB97M-V/def2-TZVPD" lumo_energy_ev="-1.83 / -1.83" orbital_gap_ev="7.71 / 7.70"
C 0.33171 1.46904 -1.36658
N -0.50188 -0.68964 0.60768
O -2.49497 1.63080 -1.06618
O -1.10265 -0.50705 -1.82862
O -0.62401 0.63842 0.44461
S -1.26819 0.82227 -1.24198
H 0.53292 2.37943 -0.68790
H -0.71095 -1.15622 -0.31424
H 0.32373 -1.03223 1.20724



two | 9
Properties=species:S:1:pos:R:3 method="wB97M-V/def2-TZVPD" lumo_energy_ev="-1.82 / -2.27" orbital_gap_ev="7.77 / 7.05"
C -0.66963 0.65192 0.08283
N 0.77499 0.67033 -0.00421
O 1.41914 1.07937 0.89723
O 1.18690 0.03864 -0.97864
O -1.29459 0.44842 -1.02069
S -0.33024 -1.81927 1.19350
H -1.02668 1.14394 1.03034
H -0.71598 -0.03098 -1.54958
H 0.65609 -2.18237 0.34923



Verdict on stability: one comes out at the bottom.



one | 9
Properties=species:S:1:pos:R:3 method="wB97M-V/def2-TZVPD" lumo_energy_ev="-1.37 / -1.37" orbital_gap_ev="8.18 / 8.18"
C -1.11844 -0.67895 -0.50689
N -0.73928 -0.55685 0.74619
O -3.71705 -0.27437 -2.25807
O -3.51688 0.61463 0.05169
O -0.53634 -1.29877 1.69415
S -3.48743 -0.49809 -0.88206
H -1.08789 -1.59088 -1.18079
H -1.06987 0.26303 -0.94979
H -0.65218 0.42296 1.11009



two | 9
Properties=species:S:1:pos:R:3 method="wB97M-V/def2-TZVPD" lumo_energy_ev=0.58 orbital_gap_ev=10.35
C 0.13804 -0.38073 -0.15976
N -0.94714 0.41671 -0.15104
O 1.26212 0.44802 -0.36842
O 0.28528 -1.57889 -0.09577
O 2.53320 -0.90164 -1.93991
S 2.74476 -0.07385 -0.78112
H -0.93090 1.33840 -0.42410
H -1.85286 0.07279 0.07418
H 3.01427 -0.87099 0.48784



three | 9
Properties=species:S:1:pos:R:3 method="wB97M-V/def2-TZVPD" lumo_energy_ev=-1.25 orbital_gap_ev=9.39
C -1.30588 0.25525 0.40868
N -0.25242 0.70728 0.91231
O -1.30205 -0.87531 -0.27140
O 1.26314 -1.34058 -0.47812
O 2.50248 0.41410 -1.57029
S 2.09270 -0.15436 -0.29891
H -2.36437 0.60780 0.35229
H -0.30609 1.48741 1.48845
H -0.32751 -1.10160 -0.54299



Verdict on stability: one comes out at the bottom.